Here is C32H38Br3N2O7PRuSSi as an isolated structure from OMol25. Energies are from ωB97M-V/def2-TZVPD.

Values from the calculation:
Highest occupied orbital energy (spin up / spin down), eV: -8.09 / -8.12
HOMO-LUMO gap (spin up / spin down), eV: 7.608 / 6.223
Spin multiplicity: 5
ΔE to the lowest compared entry with this formula, charge and spin, eV: 0.004
Total charge: 0
Molecular weight, g mol⁻¹: 994.6

Last column: Löwdin spin population.
Element x y z (Å)
Ru 0.59970 -0.69742 -0.02067  2.90
Br -1.00525 -5.18105 -1.36331  0.01
C -1.99642 -3.97905 -0.31151  0.03
C -3.26538 -4.35697 0.16383  0.00
C -4.02652 -3.48406 0.88489  0.02
Br -5.74503 -4.02614 1.46621  0.01
C -3.54877 -2.18555 1.19318  0.00
C -4.25925 -1.19219 1.90111  0.00
C -3.68400 0.02823 2.11106  0.00
C -2.37720 0.26634 1.64503  0.01
N -1.69154 -0.63808 0.99436  0.10
C -2.25935 -1.84073 0.74026  0.01
C -1.48026 -2.72857 -0.05486  0.00
O -0.34370 -2.31383 -0.56530  0.08
H -3.63711 -5.34553 -0.06550  0.00
H -5.25574 -1.40646 2.26256  0.00
H -4.21116 0.81032 2.63900  0.00
H -1.88244 1.21412 1.81738  0.00
C 3.09276 2.68774 4.44018  0.01
Si 2.74812 3.72903 2.92946  0.01
C 4.05742 5.05809 2.77164  0.00
C 1.06415 4.53190 3.02967  0.01
C 2.84890 2.65607 1.37618  0.00
C 3.78849 2.88402 0.38125  0.01
C 3.87360 2.08013 -0.75832  0.00
C 2.98165 1.04602 -0.89490  0.01
N 2.05118 0.82948 0.04324  0.02
C 1.98130 1.57134 1.15574  0.04
S 0.74599 0.96556 2.19861  0.37
H 3.04390 3.30050 5.34345  0.00
H 4.08839 2.24246 4.38779  0.00
H 2.36707 1.87919 4.53704  0.01
H 4.02466 5.70468 3.65146  0.00
H 3.89583 5.68868 1.89467  0.00
H 5.06366 4.63797 2.71164  0.00
H 1.01751 5.20016 3.89296  0.00
H 0.27604 3.78529 3.13265  0.00
H 0.85792 5.12203 2.13442  0.00
H 4.48707 3.70554 0.49184  0.00
H 4.62185 2.25349 -1.51800  0.00
H 2.96987 0.36237 -1.73219  0.00
Br 6.42624 -5.61234 0.83466  0.00
C 4.87753 -4.95641 1.70798  0.00
C 4.51898 -5.48261 2.93911  0.00
C 3.38265 -5.00449 3.57688  0.00
C 2.61597 -4.01155 2.98892  0.00
C 2.99257 -3.49563 1.75542  0.00
C 4.12750 -3.96501 1.10444  0.00
C 2.17934 -2.43358 1.11005  0.02
O 2.52809 -1.92020 0.01643  0.11
O 1.11154 -2.03188 1.66104  0.05
H 5.12139 -6.25833 3.39111  0.00
H 3.09813 -5.41378 4.53707  0.00
H 1.72605 -3.62897 3.46900  0.00
H 4.40003 -3.55429 0.14263  0.00
C -3.27678 -2.12878 -3.26732  0.00
C -2.60504 -0.77780 -3.45309  0.00
C -3.14208 0.22911 -2.44600  0.00
C -2.79822 -0.27077 -4.87436  0.00
O -1.18446 -1.05152 -3.25767  0.00
P -0.04146 -0.10904 -2.71723  0.01
O -0.43953 0.45047 -1.31951  0.09
O 1.24326 -0.84581 -2.62352  0.06
O -0.03942 1.17345 -3.64715  0.00
C 0.77747 1.35157 -4.84933  0.00
C 2.20995 1.63830 -4.42440  0.00
C 0.16442 2.55892 -5.53699  0.00
C 0.71111 0.11729 -5.73723  0.00
H -4.34151 -2.04816 -3.49180  0.00
H -3.16226 -2.47542 -2.23974  0.00
H -2.82989 -2.86785 -3.93240  0.00
H -4.21401 0.34451 -2.61485  0.00
H -2.66733 1.20449 -2.55703  0.00
H -2.98209 -0.11373 -1.42437  0.00
H -3.86202 -0.13291 -5.07206  0.00
H -2.40474 -0.99319 -5.59041  0.00
H -2.29301 0.68460 -5.01352  0.00
H 2.23239 2.45495 -3.70123  0.00
H 2.79968 1.92643 -5.29605  0.00
H 2.65558 0.74953 -3.98034  0.00
H 0.18780 3.42389 -4.87381  0.00
H -0.87153 2.35970 -5.81243  0.00
H 0.72406 2.79457 -6.44279  0.00
H 1.10252 -0.75744 -5.21724  0.00
H 1.31651 0.28706 -6.62875  0.00
H -0.31285 -0.08415 -6.04930  0.00

Here is C32H38BrN7OPPdS as an isolated structure in a non-equilibrium geometry from OMol25. Energies are from ωB97M-V/def2-TZVPD.

Values from the calculation:
Highest occupied orbital energy, eV: -15.76
HOMO-LUMO gap, eV: 4.649
ΔE to the lowest compared entry with this formula, charge and spin, eV: 0.000
Total charge: +3
Molecular weight, g mol⁻¹: 786.1

Last column: Mulliken charge in e.
Element x y z (Å)
Pd -1.88311 0.08696 0.69925  0.03
S -9.01791 1.07859 -1.61801  0.26
N -8.43034 0.84741 -0.13992  -0.62
C -7.12306 0.68372 -0.27646  0.67
C -6.18794 0.43596 0.80632  0.78
C -6.58745 0.30745 2.13588  -0.51
C -5.63141 0.02610 3.08225  -1.33
C -4.30578 -0.09658 2.68595  -1.11
N -3.89469 0.06288 1.42990  -0.35
C -4.83729 0.31330 0.48286  -0.69
C -4.39349 0.39165 -0.89077  -0.34
N -3.07513 0.23455 -1.08965  -0.24
C -2.61339 0.23289 -2.33801  0.07
C -3.44187 0.38518 -3.44642  -0.86
C -4.79060 0.58048 -3.25076  -0.50
C -5.28166 0.58822 -1.94279  0.70
C -6.68382 0.75911 -1.61376  0.68
N -7.66265 0.97818 -2.47836  -0.63
H -7.63620 0.40588 2.38700  0.59
H -5.88805 -0.10431 4.12422  0.50
H -3.56753 -0.34675 3.41957  1.24
H -1.54975 0.11623 -2.46350  0.37
H -3.01404 0.35955 -4.43829  0.49
H -5.47817 0.72256 -4.07467  0.58
C 5.86624 -2.26569 -0.38841  -1.57
C 5.73824 -0.91994 -1.14728  1.63
C 6.16346 0.23490 -0.18104  -1.42
C 6.69109 -0.93982 -2.34668  -1.94
C 4.33264 -0.63899 -1.50234  0.19
C 3.30684 -0.84234 -0.46652  -0.78
C 2.04062 -0.55017 -0.73902  0.03
Br 0.71262 -0.81760 0.58268  -0.10
C 1.62001 0.04157 -2.06270  0.26
O 0.52527 0.50582 -2.18102  -0.54
C 2.67729 0.06611 -3.16869  0.18
C 3.96436 -0.19536 -2.78584  -0.05
C 2.35519 0.29413 -4.62066  1.71
C 2.72703 -1.01542 -5.36307  -1.52
C 3.22228 1.45995 -5.15070  -1.71
C 0.88357 0.61144 -4.91971  -1.91
H 6.92338 -2.44300 -0.20035  0.47
H 5.48174 -3.09570 -0.98204  0.41
H 5.36341 -2.26100 0.57760  0.36
H 7.18974 0.02845 0.12131  0.44
H 5.54224 0.27767 0.71433  0.38
H 6.13239 1.20330 -0.67971  0.39
H 7.68552 -1.20858 -1.99546  0.43
H 6.77884 0.03683 -2.82449  0.41
H 6.39525 -1.68432 -3.08765  0.48
H 3.60122 -1.22612 0.49905  0.45
H 4.74496 -0.09898 -3.52426  0.63
H 3.78137 -1.26677 -5.25269  0.39
H 2.51780 -0.87402 -6.42287  0.45
H 2.13272 -1.85857 -5.00715  0.40
H 4.28753 1.23163 -5.13385  0.37
H 3.05315 2.37309 -4.57918  0.42
H 2.94152 1.64789 -6.18595  0.48
H 0.22440 -0.20591 -4.62405  0.39
H 0.78302 0.73832 -5.99681  0.52
H 0.56016 1.53457 -4.44369  0.38
C -0.12273 1.33933 5.71332  -0.93
N -1.55262 1.10006 5.49659  0.19
C -1.87195 -0.28358 5.87780  -0.77
N -1.04832 -1.25167 5.15669  0.15
C 0.36690 -0.96042 5.37034  -1.01
N 0.67378 0.39867 4.93547  0.18
C 0.59900 0.60284 3.51902  -0.95
P -1.19324 0.32356 2.92430  1.55
C -1.99476 1.48940 4.18926  -0.63
C -1.37575 -1.35586 3.75543  -0.52
H 0.09626 1.18726 6.76852  0.35
H 0.12659 2.36587 5.44498  0.37
H -2.93020 -0.48248 5.69897  0.38
H -1.67939 -0.39712 6.94314  0.30
H 0.97933 -1.67871 4.82428  0.35
H 0.58448 -1.04432 6.43349  0.31
H 1.26592 -0.07839 3.00195  0.61
H 0.88589 1.62630 3.26888  0.37
H -3.07815 1.49173 4.11564  0.42
H -1.64963 2.49855 3.95721  0.50
H -0.68230 -2.04060 3.25906  0.42
H -2.37088 -1.77705 3.62273  0.51